Record 1
Entry from the Open Molecules 2025 dataset: a cluster of 3 separate species, C48H42INO8PS in total (the ωB97M-V functional and the def2-TZVPD basis).

As for the net charge: +1. Its energy above the lowest of the compared OMol25 structures with the same formula, charge and spin is 3.083 eV. As for the HOMO energy: -11.034 eV. Its total energy is -3547.84038 hartree. Its gap between HOMO and LUMO is 0.22900 hartree.

CARTESIAN COORDINATES (ANGSTROEM)
C -2.620 -3.783 -0.831
C -2.817 -3.378 0.687
C -2.767 -1.832 0.960
I -3.004 -1.332 3.081
C -1.552 -1.092 0.348
N -1.829 0.115 -0.284
C -0.888 0.931 -0.850
C 0.517 0.597 -0.827
P 1.808 1.727 -1.561
S 2.818 0.951 -3.016
C 0.905 -0.681 -0.201
C 2.405 -1.082 -0.172
O 2.790 -2.073 -0.694
O 3.263 -0.231 0.543
O 4.290 -0.984 1.080
C -0.153 -1.510 0.396
C 0.285 -2.840 1.077
O -0.029 -2.912 2.475
C 1.112 -3.357 3.180
C 1.861 -2.365 3.945
C 3.021 -2.753 4.727
C 3.784 -1.614 5.523
C 3.473 -4.142 4.778
C 2.726 -5.115 3.973
C 1.546 -4.753 3.166
C 0.873 -5.914 2.368
C -0.713 -5.898 2.377
C 1.480 -6.046 0.897
H -1.818 -4.559 -0.928
H -2.467 -2.899 -1.499
H -3.571 -4.290 -1.158
H -2.103 -3.882 1.390
H -3.840 -3.726 1.007
H -3.685 -1.392 0.472
H -2.810 0.414 -0.328
H -1.223 1.877 -1.326
H 1.166 2.951 -1.938
H 2.683 2.080 -0.480
H 4.209 -0.950 2.055
H 1.389 -3.038 0.978
H -0.208 -3.685 0.513
H 1.491 -1.309 3.892
H 3.396 -1.657 6.569
H 3.516 -0.653 5.023
H 4.879 -1.834 5.458
H 4.343 -4.419 5.407
H 3.059 -6.182 4.002
H 1.186 -6.866 2.884
H -1.080 -5.121 3.087
H -1.075 -5.740 1.322
H -1.063 -6.919 2.694
H 2.555 -6.363 1.039
H 0.980 -6.868 0.325
H 1.520 -5.074 0.352
C -1.501 3.312 7.735
C -0.787 4.463 8.054
C -0.140 5.180 7.058
C -0.194 4.741 5.738
C -0.891 3.573 5.421
C -1.553 2.867 6.422
C -0.917 3.065 4.028
O -1.527 2.048 3.751
C -0.180 3.813 2.979
C -0.148 3.321 1.678
C 0.527 4.020 0.688
C 1.165 5.220 0.991
C 1.140 5.711 2.287
C 0.476 5.005 3.286
C 0.486 5.524 4.679
O 1.046 6.568 4.943
H -2.013 2.759 8.513
H -0.737 4.803 9.082
H 0.411 6.078 7.310
H -2.106 1.967 6.180
H -0.646 2.388 1.437
H 0.554 3.633 -0.325
H 1.685 5.769 0.214
H 1.642 6.643 2.520
C 1.574 -0.513 -6.364
C 1.155 -1.254 -7.467
C 0.117 -0.790 -8.262
C -0.516 0.410 -7.951
C -0.112 1.139 -6.831
C 0.942 0.679 -6.047
C -0.808 2.395 -6.456
O -0.453 3.032 -5.479
C -1.949 2.855 -7.285
C -2.649 4.000 -6.915
C -3.710 4.446 -7.691
C -4.069 3.755 -8.845
C -3.378 2.610 -9.215
C -2.323 2.152 -8.432
C -1.614 0.906 -8.818
O -1.930 0.300 -9.822
H 2.391 -0.872 -5.748
H 1.642 -2.192 -7.707
H -0.202 -1.367 -9.122
H 1.268 1.249 -5.185
H -2.372 4.544 -6.020
H -4.257 5.335 -7.399
H -4.893 4.108 -9.454
H -3.664 2.073 -10.111



Record 2
Entry from the Open Molecules 2025 dataset: the molecule C4H11N3O2 (the ωB97M-V functional and the def2-TZVPD basis).

As for the net charge: 0. Its energy above the lowest of the compared OMol25 structures with the same formula, charge and spin is 7.288 eV. As for the HOMO energy (alpha / beta): -6.759 / -7.026 eV. Its total energy is -473.53492 hartree. Its gap between HOMO and LUMO (alpha / beta) is 0.28216 / 0.29154 hartree.

CARTESIAN COORDINATES (ANGSTROEM)
C 0.134 -1.545 -0.010
C 1.637 -1.275 0.248
C 1.765 1.054 0.057
C 0.346 1.347 -0.402
N -0.851 -0.660 0.499
N -2.876 0.374 -0.055
N -1.893 -0.634 -0.254
O 2.125 -0.261 -0.465
O -0.205 2.555 -0.021
H -0.109 -1.697 -1.050
H -0.093 -2.475 0.358
H 1.706 -1.176 1.356
H 2.265 -2.114 -0.235
H 2.472 1.651 -0.508
H 1.755 1.030 1.187
H 0.023 1.161 -1.442
H -2.490 1.107 0.624
H -3.745 -0.056 0.385
H -1.855 -0.949 -1.208
H -0.112 2.564 0.937



Record 3
Entry from the Open Molecules 2025 dataset: the ion C29H35N2O with charge +1 (the ωB97M-V functional and the def2-TZVPD basis).

As for the net charge: +1. Its energy above the lowest of the compared OMol25 structures with the same formula, charge and spin is 0.000 eV. Its SMILES is Cc1ccc([C@H](c2ccc(Oc3ccccc3)cc2)[N@H+]2CCC[C@H]2CN2CCCC2)cc1. As for the HOMO energy: -10.830 eV. Its total energy is -1310.56409 hartree. Its gap between HOMO and LUMO is 0.31639 hartree.

CARTESIAN COORDINATES (ANGSTROEM)
C -4.158 -4.097 -0.210
C -3.107 -3.026 -0.185
C -3.155 -1.961 -1.096
C -2.160 -0.987 -1.099
C -1.158 -1.005 -0.120
C -0.266 0.222 0.079
C 1.212 -0.106 0.331
C 1.725 -1.384 0.078
C 3.072 -1.700 0.279
C 3.963 -0.688 0.637
O 5.338 -0.817 0.701
C 6.037 -1.829 0.024
C 7.102 -1.398 -0.777
C 7.904 -2.345 -1.413
C 7.671 -3.710 -1.223
C 6.625 -4.126 -0.394
C 5.801 -3.189 0.239
C 3.472 0.606 0.890
C 2.138 0.900 0.657
N -0.943 1.017 1.129
C -0.290 1.057 2.522
C 0.318 2.451 2.637
C -0.155 3.260 1.411
C -1.342 2.497 0.867
C -1.776 2.769 -0.586
N -3.165 2.479 -0.825
C -4.122 3.342 -0.145
C -5.460 3.132 -0.882
C -5.103 2.425 -2.205
C -3.566 2.362 -2.227
C -1.131 -2.047 0.819
C -2.082 -3.061 0.766
H -3.772 -5.010 0.255
H -5.068 -3.804 0.333
H -4.444 -4.319 -1.244
H -3.973 -1.908 -1.823
H -2.148 -0.207 -1.864
H -0.291 0.820 -0.835
H 1.080 -2.177 -0.287
H 3.406 -2.719 0.121
H 7.281 -0.330 -0.882
H 8.715 -2.002 -2.055
H 8.307 -4.448 -1.718
H 6.440 -5.187 -0.229
H 5.000 -3.515 0.905
H 4.168 1.382 1.212
H 1.825 1.938 0.725
H -1.870 0.593 1.252
H 0.413 0.228 2.621
H -1.117 0.896 3.227
H 1.410 2.399 2.695
H -0.044 2.915 3.560
H 0.608 3.331 0.626
H -0.430 4.288 1.679
H -2.210 2.635 1.526
H -1.159 2.185 -1.290
H -1.543 3.843 -0.795
H -3.837 4.414 -0.210
H -4.184 3.096 0.923
H -5.947 4.095 -1.063
H -6.123 2.511 -0.275
H -5.511 1.409 -2.206
H -5.493 2.955 -3.078
H -3.193 1.430 -2.675
H -3.171 3.193 -2.846
H -0.336 -2.075 1.565
H -2.027 -3.895 1.473



Record 4
Entry from the Open Molecules 2025 dataset: a structure of composition C20H38Cl3N2O4SiTl (the ωB97M-V functional and the def2-TZVPD basis).

As for the net charge: 0. Its energy above the lowest of the compared OMol25 structures with the same formula, charge and spin is 3.251 eV. As for the HOMO energy (alpha / beta): -8.794 / -8.799 eV. Its total energy is -3037.88655 hartree. Its gap between HOMO and LUMO (alpha / beta) is 0.24862 / 0.20338 hartree.

CARTESIAN COORDINATES (ANGSTROEM)
C 2.373 -0.823 -3.740
C 1.065 -0.120 -3.933
H 2.752 -1.271 -4.665
H 2.253 -1.599 -2.967
H 3.127 -0.105 -3.387
C 0.359 -0.135 -5.072
C 0.585 -1.129 -6.168
H -0.449 0.589 -5.229
H 0.941 -2.072 -5.738
H 1.344 -0.780 -6.876
H -0.347 -1.307 -6.722
Tl -0.771 -0.090 2.984
Cl 1.248 2.107 2.429
Cl 0.000 -1.320 5.238
H -2.029 2.443 6.594
H 1.406 2.585 6.686
C -1.465 1.666 6.056
C 1.032 1.857 5.946
N -0.281 2.239 5.448
H -2.104 1.283 5.250
C -0.467 3.140 4.466
O -1.540 3.331 3.881
H 1.731 1.827 5.099
H 0.448 3.696 4.214
H -1.166 0.849 6.718
H 0.953 0.859 6.393
H -0.675 -3.042 -1.732
H -2.181 -1.155 -3.035
C -1.602 -3.225 -1.162
C -2.971 -1.581 -2.391
N -2.400 -2.009 -1.125
H -1.361 -3.534 -0.141
C -2.551 -1.303 0.015
O -2.259 -1.716 1.140
H -3.734 -0.817 -2.195
H -2.973 -0.291 -0.152
H -2.186 -4.003 -1.677
H -3.424 -2.444 -2.903
O 0.095 -0.660 -1.921
C 0.476 0.391 -2.605
C -1.861 1.514 -2.316
C -0.527 1.613 -2.711
H -2.184 0.662 -1.712
C -2.779 2.486 -2.718
H 1.372 0.845 -2.127
C -0.065 2.827 -3.229
H -3.836 2.331 -2.490
C -2.350 3.641 -3.375
C -0.969 3.841 -3.559
H 1.009 2.921 -3.403
H -3.073 4.392 -3.700
H -0.601 4.771 -3.979
Si 2.390 -2.021 1.845
Cl 0.735 -0.887 0.937
C 1.470 -3.417 2.692
C 3.195 -0.822 3.061
C 3.596 -2.613 0.562
H 0.544 -3.643 2.149
H 1.198 -3.161 3.725
H 2.099 -4.315 2.708
H 3.173 -3.505 0.069
H 4.538 -2.907 1.036
H 3.811 -1.811 -0.170
H 3.385 0.152 2.629
H 4.155 -1.217 3.397
H 2.544 -0.688 3.943
O -1.767 2.103 1.052
H -1.622 2.684 1.830
H -0.832 1.893 0.832



Record 5
Entry from the Open Molecules 2025 dataset: a cluster of 2 separate species, C4H15N3O2 in total (the ωB97M-V functional and the def2-TZVPD basis).

As for the net charge: 0. Its energy above the lowest of the compared OMol25 structures with the same formula, charge and spin is 2.588 eV. Its SMILES is NCNC[C@@H](N)CO.O. As for the HOMO energy: -8.429 eV. Its total energy is -476.03763 hartree. Its gap between HOMO and LUMO is 0.33596 hartree.

CARTESIAN COORDINATES (ANGSTROEM)
N -2.009 1.861 0.731
C -0.862 1.463 1.546
N -0.373 0.060 1.414
C 0.990 -0.511 1.175
C 0.943 -1.407 -0.065
N 0.163 -2.733 0.181
C 0.258 -0.831 -1.248
O 1.191 -0.685 -2.455
H -2.011 1.899 -0.241
H -2.789 1.203 0.910
H -1.428 1.325 2.604
H -0.199 2.409 1.567
H -1.032 -0.595 1.052
H 1.741 0.360 1.042
H 1.163 -1.171 2.002
H 1.968 -1.653 -0.450
H -0.594 -2.751 0.908
H 0.838 -3.471 0.468
H -0.578 -1.437 -1.553
H -0.204 0.128 -1.074
H 1.544 -1.598 -2.697
O 0.475 3.093 -1.867
H -0.405 2.622 -2.177
H 1.207 2.420 -1.775



Record 6
Entry from the Open Molecules 2025 dataset: the molecule C7H10N2O3S2 (the ωB97M-V functional and the def2-TZVPD basis).

As for the net charge: 0. Its energy above the lowest of the compared OMol25 structures with the same formula, charge and spin is 8.323 eV. As for the HOMO energy: -8.171 eV. Its total energy is -1404.00933 hartree. Its gap between HOMO and LUMO is 0.26858 hartree.

CARTESIAN COORDINATES (ANGSTROEM)
C 0.431 -2.084 -1.776
C -0.608 -1.454 -1.305
C 2.397 -0.551 -2.627
C 1.869 -1.622 -1.761
C 1.497 0.534 -0.542
C -1.715 0.950 2.820
C -1.294 1.912 1.676
N 2.211 -0.372 -1.212
N -1.188 -0.636 -0.465
O -0.975 -0.959 0.783
O -1.935 0.283 -0.790
O -2.905 0.342 2.488
S 1.042 0.365 1.074
S 0.490 2.266 1.453
H 0.323 -3.106 -2.272
H 3.356 -0.489 -2.970
H 1.594 -0.041 -3.310
H 2.568 -2.553 -1.445
H 1.340 1.502 -0.971
H -1.757 1.648 3.693
H -1.026 0.214 3.117
H -1.736 2.933 1.613
H -1.288 1.394 0.660
H -2.690 -0.477 2.072